Record 1
Below is a molecular structure, C20H16As2NO15S2Tc, with properties calculated with wB97M-V/def2-TZVPD.

Properties
2S+1 = 4
E_HOMO (spin up / spin down) = -0.22029 / -0.22026 hartree
HOMO-LUMO gap (spin up / spin down) = 8.42 / 7.80 eV
energy relative to the best compared isomer or geometry (same formula, charge and spin) = 37.0 kJ/mol
charge = -1

Each line ends with the Mulliken spin population.
Atoms and positions in Å:
O1 2.74 1.10 -2.64  0.007
C1 0.02 -0.23 -2.66  -0.109
C2 -4.35 0.19 0.93  -0.001
C3 -4.23 -0.27 -0.39  0.001
C4 1.22 -4.63 3.11  0.002
O2 3.34 1.81 -0.17  0.006
H1 0.76 -5.48 2.61  0.000
C5 -5.62 0.34 1.50  0.000
Tc1 0.08 -0.39 -0.57  2.748
C6 3.82 3.14 -3.25  0.000
H2 0.45 5.00 -2.82  0.000
C7 1.51 -2.25 3.26  0.004
H3 -5.27 -0.91 -2.12  0.000
O3 1.97 -3.38 0.06  0.004
O4 -1.88 -0.05 -0.37  0.021
C8 2.31 -2.43 4.38  -0.002
C9 2.53 5.19 -3.36  0.000
O5 -1.02 3.28 -2.16  0.003
H4 4.75 2.61 -3.37  0.000
C10 -5.39 -0.56 -1.11  0.001
H5 -7.73 0.17 1.22  0.000
C11 -2.92 -0.47 -1.09  0.008
H6 3.02 1.59 0.72  -0.003
As1 3.45 0.29 -1.09  0.010
C12 0.94 -3.36 2.64  0.000
O6 2.00 -0.56 -0.71  0.109
O7 2.85 0.03 2.08  -0.001
O8 0.03 -3.20 1.62  -0.001
O9 -2.85 -0.93 -2.20  0.016
C13 2.60 -3.71 4.84  0.002
O10 -0.21 1.19 -3.12  -0.003
C14 -6.75 0.05 0.76  0.001
H7 2.70 -1.56 4.90  0.000
H8 2.47 6.25 -3.57  0.000
C15 3.73 4.50 -3.51  0.000
As2 1.26 -0.41 2.76  0.010
O11 -3.31 0.48 1.73  0.003
C16 2.70 2.43 -2.83  -0.004
O12 -0.21 -2.34 -0.58  0.041
C17 1.40 4.50 -2.94  0.001
O13 1.07 0.51 4.09  -0.002
H9 3.23 -3.84 5.71  0.000
H10 -7.54 -0.64 -1.13  0.000
H11 2.27 -5.81 4.55  0.000
H12 4.61 5.04 -3.83  0.000
N1 0.17 -1.08 -3.54  0.056
C18 -6.65 -0.41 -0.55  0.000
H13 0.13 -0.69 -4.48  0.005
C19 2.06 -4.81 4.19  -0.001
C20 1.50 3.14 -2.68  0.005
O14 0.31 1.70 -0.81  0.015
H14 -2.48 0.33 1.22  -0.009
H15 -5.68 0.69 2.52  0.000
O15 0.16 -0.22 1.49  0.059
S1 0.54 -3.56 0.02  0.006
S2 0.05 2.34 -2.12  -0.006
H16 3.37 0.29 2.85  0.001

---

Record 2
Below is a molecular structure, C20H16BF4N4O6Ti at a distorted geometry, with properties calculated with wB97M-V/def2-TZVPD.

Properties
2S+1 = 3
E_HOMO (spin up / spin down) = -0.08957 / -0.22186 hartree
HOMO-LUMO gap (spin up / spin down) = 4.38 / 7.98 eV
energy relative to the best compared isomer or geometry (same formula, charge and spin) = 134.9 kJ/mol
charge = -1

Each line ends with the Mulliken spin population.
Atoms and positions in Å:
C1 -2.26 -0.82 0.94  0.045
C2 -3.49 0.80 -0.65  -0.116
H1 2.63 -5.07 -0.45  0.003
H2 7.13 -5.20 4.12  0.000
C3 1.15 -3.70 -1.14  0.008
H3 -0.18 -2.05 -1.59  0.007
N1 0.90 -1.71 0.10  -0.038
O1 -3.15 -1.62 1.20  0.080
C4 7.19 -5.12 3.04  0.000
C5 9.33 -6.47 0.19  0.000
H4 0.85 -4.30 -1.99  0.001
N2 3.54 -3.78 1.61  0.000
C6 -1.12 2.22 -0.52  0.168
H5 -4.45 0.30 -0.54  -0.009
N3 -1.14 0.86 -0.28  0.095
C7 2.49 -3.33 0.79  -0.006
O2 -4.46 2.70 -1.81  0.025
F1 3.29 -0.65 -1.35  0.001
C8 -2.35 0.23 -0.12  0.268
C9 6.33 -4.24 0.98  0.000
O3 3.47 -2.28 3.33  0.000
H6 -2.21 3.90 -1.22  -0.003
H7 -5.21 2.09 -1.79  -0.002
C10 8.17 -5.80 2.34  0.000
C11 6.25 -4.34 2.37  0.000
H8 5.53 -3.33 4.05  0.000
C12 4.05 -3.15 2.71  0.000
O4 0.49 2.07 1.17  -0.020
O5 0.31 4.07 0.12  0.033
H9 8.94 -6.91 -0.73  0.000
C13 1.81 -2.13 0.97  0.011
H10 5.66 -3.59 0.44  0.000
O6 -1.09 -0.72 1.58  -0.008
C14 -2.21 2.83 -1.04  -0.077
F2 3.51 1.65 -1.37  0.000
H11 8.89 -6.40 2.89  0.000
C15 0.56 -2.46 -0.92  0.001
H12 7.36 -4.85 -0.79  0.000
F3 1.39 0.69 -1.36  0.003
H13 9.76 -7.28 0.79  0.000
H14 10.14 -5.80 -0.09  0.000
H15 4.03 -4.60 1.29  0.000
H16 2.02 -1.52 1.83  0.004
F4 2.62 0.57 0.51  0.003
B1 2.76 0.58 -0.94  0.000
C16 7.32 -4.95 0.29  0.000
N4 5.28 -3.64 3.12  0.000
Ti1 0.37 0.18 0.63  1.232
C17 2.13 -4.12 -0.29  0.015
C18 -3.38 2.06 -1.21  0.259
C19 8.25 -5.74 0.95  0.000
C20 0.01 2.90 0.26  0.020

---

Record 3
Below is a molecular structure, C20H16BiNO5S at a distorted geometry, with properties calculated with wB97M-V/def2-TZVPD.

Properties
2S+1 = 1
E_HOMO = -0.29327 hartree
HOMO-LUMO gap = 6.38 eV
energy relative to the best compared isomer or geometry (same formula, charge and spin) = 42.1 kJ/mol

Each line ends with the natural charge from an NBO analysis.
Atoms and positions in Å:
C1 2.70 -1.30 -1.38  -0.288
H1 -3.63 5.32 -2.36  0.221
Bi1 -0.55 0.27 -1.01  1.723
H2 2.44 -4.30 1.00  0.232
H3 -4.81 3.15 -2.24  0.223
H4 2.20 -4.64 -1.43  0.229
C2 2.82 -1.10 -0.01  -0.184
H5 0.05 1.52 2.03  0.205
C3 -1.70 2.13 -1.40  -0.443
H6 -1.22 5.45 -1.86  0.221
H7 2.35 -2.69 -2.97  0.228
C4 -1.97 -0.98 1.31  0.067
O1 -3.52 -2.35 0.16  -0.538
H8 0.03 3.41 -1.28  0.220
C5 -3.09 4.43 -2.09  -0.187
C6 2.38 -3.65 -1.04  -0.195
C7 2.72 -2.18 0.85  -0.213
C8 -1.63 -1.70 5.10  0.749
C9 -1.03 3.35 -1.47  -0.235
H9 5.06 -0.49 -2.83  0.241
O2 2.15 1.26 -1.72  -1.013
C10 -1.47 -1.04 3.65  -0.007
H10 4.82 1.28 -2.87  0.245
O3 -2.27 -0.98 -1.07  -0.828
C11 -2.67 -1.51 0.08  0.747
C12 2.47 -2.56 -1.90  -0.219
C13 -2.15 -1.55 2.55  -0.178
C14 -3.75 3.21 -2.02  -0.223
H11 -3.58 1.11 -1.62  0.226
H12 2.95 -0.09 0.37  0.228
C15 -0.74 0.13 3.48  -0.216
S1 2.78 0.13 -2.48  1.255
C16 -1.74 4.50 -1.81  -0.207
H13 -2.80 -2.42 2.65  0.283
N1 -1.14 0.08 1.14  -0.564
C17 4.57 0.36 -2.35  -0.802
C18 2.51 -3.46 0.33  -0.183
O4 -2.15 -2.81 5.06  -0.707
H14 2.81 -2.05 1.92  0.234
H15 -0.30 0.60 4.35  0.269
H16 4.85 0.43 -1.30  0.239
C19 -0.57 0.65 2.21  0.030
C20 -3.06 2.06 -1.68  -0.161
O5 -1.13 -0.99 5.98  -0.722

---

Record 4
Below is a molecular structure, C20H16Br2Cl5NTi at a distorted geometry, with properties calculated with wB97M-V/def2-TZVPD.

Properties
2S+1 = 1
E_HOMO (spin up / spin down) = -0.26342 / -0.26324 hartree
HOMO-LUMO gap (spin up / spin down) = 6.11 / 6.07 eV

Each line ends with the natural charge from an NBO analysis.
Atoms and positions in Å:
C1 -1.98 1.43 -4.15  -0.026
H1 -1.68 -0.63 -4.69  0.253
H2 1.27 -1.04 2.55  0.232
Br1 0.12 2.14 1.09  -0.352
C2 2.62 -3.43 -1.85  -0.075
C3 0.55 -2.62 -0.95  -0.156
H3 -4.94 0.18 2.78  0.232
C4 -1.87 2.37 -3.14  -0.287
C5 0.24 0.10 4.67  -0.656
Ti1 -0.47 -0.12 0.33  1.108
Br2 -2.65 1.95 -5.83  0.100
C6 -1.93 -0.03 3.51  -0.296
H4 -1.26 2.64 -1.10  0.233
H5 -1.66 -3.37 -1.58  0.144
H6 -2.14 3.40 -3.29  0.242
C7 -2.81 0.17 2.52  0.110
H7 -2.25 0.34 4.48  0.209
H8 1.30 -0.11 4.61  0.226
Cl1 0.24 -4.81 -2.25  0.339
C8 -1.60 0.12 -3.92  -0.270
C9 -0.51 -0.39 3.47  0.206
C10 -2.73 -0.16 1.06  -0.504
Cl2 4.83 -1.87 -1.91  0.050
H9 -4.30 1.66 2.12  0.224
C11 -1.38 1.95 -1.92  0.077
H10 -1.90 -4.18 -3.21  0.142
C12 1.01 -1.35 -0.70  -0.427
Cl3 3.52 -4.68 -2.61  0.069
C13 2.34 -1.14 -1.05  -0.053
H11 -0.25 -1.80 1.90  0.268
H12 -4.09 1.32 3.84  0.219
C14 -1.16 -3.50 -2.77  -0.709
N1 -1.01 0.68 -1.67  -0.514
H13 0.09 1.17 4.81  0.237
C15 -1.12 -0.21 -2.68  0.077
C16 0.19 -0.96 2.44  -0.680
C17 1.28 -3.58 -1.57  -0.108
C18 -2.47 -1.32 0.42  -0.187
Cl4 3.02 0.45 -0.84  0.044
C19 3.16 -2.16 -1.56  -0.094
H14 -3.27 0.59 0.46  0.209
C20 -4.10 0.88 2.85  -0.636
H15 -0.17 -0.40 5.56  0.236
H16 -0.79 -1.23 -2.49  0.270
Cl5 -1.20 -2.55 -0.01  0.272

---

Record 5
Below is a molecular structure, C20H16ClFN4O2Pt, with properties calculated with wB97M-V/def2-TZVPD.

Properties
2S+1 = 1
E_HOMO = -0.27527 hartree
HOMO-LUMO gap = 7.38 eV
energy relative to the best compared isomer or geometry (same formula, charge and spin) = 0.0 kJ/mol

Each line ends with the natural charge from an NBO analysis.
Atoms and positions in Å:
C1 2.39 -2.03 2.60  -0.277
N1 0.98 3.77 0.75  -0.498
Pt1 -0.04 0.09 -0.86  0.745
H1 -2.21 -5.03 -3.81  0.226
F1 3.37 -1.12 4.55  -0.337
C2 -3.21 -3.14 -4.08  -0.113
C3 -2.46 -1.34 -2.65  -0.308
N2 -0.89 2.83 2.92  -0.510
N3 0.58 1.96 -0.39  -0.430
C4 -2.27 -4.00 -3.49  -0.166
H2 2.16 -2.93 3.15  0.226
C5 1.88 -0.53 -0.85  -0.588
Cl1 -4.27 -3.75 -5.33  -0.019
H3 -3.56 0.49 -2.77  0.125
C6 2.35 -0.71 0.56  -0.043
H4 -4.05 -1.19 -4.09  0.219
H5 -2.23 2.45 4.55  0.224
H6 1.82 2.43 -2.07  0.241
C7 3.02 0.31 1.24  -0.209
H7 -0.70 -4.17 -2.05  0.225
H8 3.90 0.96 3.11  0.219
C8 3.04 -0.99 3.24  0.376
C9 -3.30 -1.84 -3.66  -0.145
C10 -1.46 -2.18 -2.08  0.437
H9 2.34 4.72 -0.62  0.231
H10 1.91 -1.47 -1.40  0.210
C11 2.05 -1.88 1.27  -0.188
H11 3.28 1.22 0.71  0.201
C12 -2.14 1.05 2.81  -0.077
C13 -1.85 2.13 3.59  -0.092
N4 -1.37 1.08 1.68  -0.395
C14 1.45 2.74 -1.11  -0.065
C15 -1.43 -3.53 -2.51  -0.280
H12 0.97 4.45 1.49  0.419
C16 1.71 3.87 -0.41  -0.085
O1 -0.63 -1.80 -1.17  -0.697
O2 -2.21 0.65 -1.31  -0.595
C17 3.37 0.18 2.58  -0.292
H13 1.52 -2.67 0.76  0.223
H14 2.52 0.19 -1.37  0.180
C18 -2.74 0.01 -2.22  0.441
H15 -2.84 0.26 2.99  0.220
C19 -0.63 2.15 1.77  0.274
H16 -0.45 3.68 3.25  0.410
C20 0.30 2.60 0.73  0.340

---

Record 6
Below is C20H16ClN5O3 in the gas phase at a distorted geometry, with properties calculated with wB97M-V/def2-TZVPD.

Properties
2S+1 = 1
E_HOMO = -0.34115 hartree
HOMO-LUMO gap = 9.68 eV
structure (SMILES) = O=C(Cn1cnc2c(nnn2Cc2ccc(Cl)cc2)c1=O)OCc1ccccc1
energy relative to the best compared isomer or geometry (same formula, charge and spin) = 5.6 kJ/mol

Each line ends with the natural charge from an NBO analysis.
Atoms and positions in Å:
C1 3.61 2.93 0.26  -0.186
C2 2.25 2.70 0.20  -0.060
H1 0.66 1.73 -0.86  0.230
C3 0.14 1.18 2.11  0.308
C4 -0.10 -1.30 -2.80  -0.197
C5 -2.10 0.03 -2.78  -0.207
C6 -0.49 -0.77 3.47  0.658
O1 -3.02 -2.81 0.29  -0.507
N1 1.31 0.97 3.98  -0.175
C7 -1.97 -2.89 1.09  0.783
O2 -0.49 -1.56 4.39  -0.569
C8 -0.78 -2.33 -2.16  -0.220
H2 -2.27 -4.19 -1.06  0.212
C9 -1.49 -0.09 1.33  0.320
C10 2.55 1.41 -1.81  -0.246
H3 0.94 -1.42 -3.05  0.217
C11 1.34 3.22 1.29  -0.239
H4 -3.29 -1.87 2.47  0.223
H5 -2.24 -0.32 0.59  0.205
N2 -0.78 0.96 1.13  -0.495
H6 1.82 4.02 1.85  0.238
C12 -2.78 -1.00 -2.15  -0.240
C13 1.72 1.93 -0.83  -0.147
C14 -2.12 -2.19 -1.84  0.013
C15 -2.23 -2.13 2.39  -0.328
C16 -2.84 -3.26 -1.07  -0.116
H7 -0.25 -3.24 -1.91  0.228
O3 -0.93 -3.42 0.82  -0.573
N3 1.72 2.00 3.37  -0.032
H8 2.14 0.82 -2.61  0.222
H9 -0.24 0.69 -3.60  0.216
C17 4.45 2.42 -0.72  -0.228
H10 4.03 3.51 1.07  0.221
H11 -1.91 -2.72 3.26  0.284
Cl1 4.95 1.02 -2.97  0.009
C18 -0.77 -0.12 -3.10  -0.213
N4 1.04 2.17 2.23  -0.172
H12 -2.62 0.94 -3.01  0.218
H13 -3.82 -0.89 -1.89  0.214
N5 -1.40 -0.94 2.38  -0.414
H14 5.51 2.60 -0.68  0.230
H15 -3.85 -3.43 -1.45  0.206
C19 3.91 1.66 -1.75  -0.023
C20 0.32 0.40 3.26  -0.100
H16 0.39 3.57 0.86  0.231

---

no.,E (Eh)
1,-7304.02628
2,-2716.47555
3,-1815.43885
4,-9124.49363
5,-1820.63770
6,-1731.45855